Density functional theory data (wB97M-V/def2-TZVPD) for a 6-piece molecular cluster, C27H66Cl2N5O5S overall.

Last column: Mulliken charge in e.
Element x y z (Å)
C1 2.57586 1.75186 0.86793  0.047
C2 2.28871 1.85085 2.44348  -0.318
S1 0.56772 2.58126 2.61608  -0.174
C3 -0.51124 1.05802 2.56843  -0.316
N1 -1.91561 1.41929 2.25058  -0.217
C4 -2.15158 1.60520 0.86919  -0.379
N2 -3.35982 1.93238 0.44283  0.037
C5 -4.56464 2.13661 1.27279  -0.552
Cl1 -4.35798 3.41304 2.56257  -0.058
C6 -5.72383 2.67509 0.28400  -0.144
C7 -5.29191 4.03081 -0.43013  -1.013
Cl2 -7.17311 3.04949 1.31911  -0.138
N3 -1.08071 1.45636 -0.12404  0.718
C8 -0.87274 2.76806 -0.79830  -0.574
C9 0.06089 2.70953 -2.07358  0.154
N4 0.36509 4.06404 -2.58415  -0.754
C10 -1.43123 0.35619 -1.06999  -0.696
C11 -0.21472 -0.53895 -1.52922  0.278
C12 1.01522 -0.94207 -0.64788  -0.201
N5 -0.21028 -0.95222 -2.76463  -0.648
H1 3.29182 0.89831 0.69187  0.351
H2 1.56676 1.58611 0.37541  -0.317
H3 2.96234 2.74006 0.48830  -0.032
H4 2.21076 0.81522 2.89793  -0.031
H5 3.04957 2.45876 3.00207  0.451
H6 -0.11454 0.24350 1.90085  0.021
H7 -0.50631 0.65644 3.63184  0.460
H8 -2.60148 0.79803 2.68659  0.344
H9 -3.47302 2.03766 -0.57397  0.391
H10 -4.93160 1.14554 1.68962  0.513
H11 -5.97277 1.91579 -0.51977  0.391
H12 -4.36104 3.90832 -1.07640  0.269
H13 -5.04330 4.85243 0.30439  0.306
H14 -6.09311 4.43109 -1.11579  0.365
H15 -1.81584 3.32129 -1.08561  -0.040
H16 -0.33843 3.43244 -0.04172  0.083
H17 -0.46663 2.15331 -2.91431  0.334
H18 1.01962 2.15194 -1.85900  0.070
H19 0.68573 3.95811 -3.55639  0.354
H20 1.18124 4.43081 -2.08270  0.349
H21 -1.93212 0.80864 -1.97821  0.482
H22 -2.19325 -0.35063 -0.59970  0.449
H23 1.12988 -2.07144 -0.70010  0.415
H24 0.95308 -0.63690 0.43176  -0.408
H25 1.97817 -0.49924 -1.05821  0.170
H26 -1.05533 -0.59740 -3.24136  0.268
C13 3.66748 -3.62362 3.85496  -1.283
C14 2.37676 -3.06282 3.28112  0.224
C15 2.03448 -3.71377 1.95172  -1.024
O1 2.51008 -1.64804 3.09946  -0.440
H27 4.50859 -3.43371 3.18025  0.314
H28 3.90750 -3.13963 4.80460  0.343
H29 3.59010 -4.70040 4.02080  0.371
H30 1.56017 -3.22239 3.98929  0.280
H31 2.82020 -3.52656 1.21168  0.263
H32 1.11031 -3.29195 1.54635  0.244
H33 1.90898 -4.79197 2.06017  0.352
H34 3.23027 -1.49775 2.47535  0.320
C16 1.64579 -1.93714 -5.38653  -1.030
C17 2.06473 -1.21025 -6.65516  0.361
C18 2.70742 -2.16102 -7.65307  -1.265
O2 2.98747 -0.17194 -6.32556  -0.544
H35 2.51251 -2.38331 -4.88807  0.314
H36 1.19612 -1.24054 -4.67549  0.207
H37 0.92406 -2.72808 -5.60461  0.367
H38 1.19257 -0.73485 -7.11079  0.272
H39 3.61046 -2.61443 -7.23272  0.321
H40 3.01252 -1.62331 -8.55374  0.326
H41 2.01803 -2.95864 -7.93919  0.354
H42 3.76196 -0.58130 -5.92260  0.346
C19 3.84103 -6.74140 -0.42045  -1.325
C20 4.21818 -6.53892 1.03876  0.736
C21 5.33469 -7.48207 1.45798  -1.474
O3 3.07288 -6.76137 1.86165  -0.508
H43 3.47898 -7.75972 -0.59143  0.343
H44 3.03092 -6.06508 -0.70497  0.307
H45 4.69440 -6.56029 -1.07785  0.383
H46 4.53305 -5.50412 1.19656  0.145
H47 5.02354 -8.52563 1.35099  0.357
H48 5.58781 -7.33305 2.51022  0.351
H49 6.23269 -7.32306 0.85681  0.373
H50 2.78544 -7.67295 1.73104  0.319
C22 -10.94488 0.91787 4.03640  -1.113
C23 -9.75926 0.09229 4.51018  0.326
C24 -8.81342 0.92214 5.36434  -1.102
O4 -9.05403 -0.42038 3.37989  -0.530
H51 -10.61230 1.75885 3.41941  0.246
H52 -11.60980 0.31302 3.41581  0.312
H53 -11.51603 1.31000 4.88082  0.356
H54 -10.11549 -0.76581 5.08462  0.298
H55 -8.40860 1.76339 4.79213  0.235
H56 -7.96142 0.31983 5.68887  0.302
H57 -9.32064 1.31447 6.24853  0.358
H58 -8.73428 0.33030 2.86391  0.318
C25 5.27285 5.81375 -1.70206  -1.441
C26 4.49444 4.57548 -1.28871  0.347
C27 4.91149 3.36110 -2.10351  -1.142
O5 3.09518 4.81070 -1.46676  -0.578
H59 5.08895 6.05650 -2.75316  0.376
H60 4.95552 6.67961 -1.11665  0.352
H61 6.34608 5.67075 -1.56035  0.395
H62 4.65608 4.37798 -0.22606  0.300
H63 4.71525 3.52023 -3.16832  0.351
H64 4.33642 2.48104 -1.80311  0.194
H65 5.97397 3.14478 -1.97390  0.420
H66 2.94422 4.98729 -2.40384  0.367

Computed properties:
- Spin multiplicity: 1
- Orbital gap: 7.8392 eV
- Total charge: +1
- LUMO energy: -3.5 eV
- Max |F|: 3.77 eV/A
- E_tot: -3036.56546 hartree

Density functional theory data (wB97M-V/def2-TZVPD) for a 9-piece molecular cluster, C27H67N5O17S4 overall.

Last column: Mulliken charge in e.
Element x y z (Å)
C1 -1.47670 5.67837 2.88254  -1.176
C2 -2.36272 4.48898 2.36249  -0.479
O1 -1.62398 3.25217 2.36566  -0.172
S1 -2.10904 2.07986 3.31370  1.107
C3 -1.21084 2.37643 4.79529  -0.903
O2 -3.46107 2.25005 3.67762  -0.706
O3 -1.60172 0.87137 2.80245  -0.403
H1 -2.01946 6.56396 2.57403  0.449
H2 -0.47528 5.67081 2.44758  0.188
H3 -1.28434 5.67141 3.94662  0.328
H4 -3.31413 4.36247 2.85453  0.622
H5 -2.61729 4.61510 1.32350  0.243
H6 -1.34598 1.51917 5.47162  0.468
H7 -1.55459 3.26405 5.31385  0.385
H8 -0.14551 2.45728 4.55253  -0.004
C4 4.35021 6.02872 1.34917  -1.357
C5 3.87997 4.59367 0.93598  -0.107
O4 2.73994 4.27852 1.68353  -0.157
S2 2.11266 2.90065 1.46294  1.268
C6 0.95689 3.26631 0.11598  -0.490
O5 3.04712 1.95466 0.98162  -0.742
O6 1.34970 2.57714 2.60227  -0.718
H9 3.63148 6.83025 1.14310  0.326
H10 5.27676 6.27154 0.85102  0.406
H11 4.61921 6.06614 2.40530  0.341
H12 3.65122 4.56986 -0.12549  0.323
H13 4.66841 3.88189 1.12476  0.304
H14 0.42403 2.35101 -0.14636  -0.272
H15 1.61727 3.50409 -0.70548  0.648
H16 0.27857 4.08666 0.37181  0.220
C7 -6.97455 -4.17975 -0.22729  -1.322
C8 -5.64063 -3.49973 -0.00859  0.074
O7 -5.40474 -2.58598 -1.14256  -0.293
S3 -4.00054 -1.85130 -1.21453  0.894
C9 -3.26747 -2.70989 -2.60479  -0.599
O8 -4.27087 -0.54303 -1.61159  -0.671
O9 -3.26034 -2.17717 -0.07851  -0.594
H17 -7.08534 -4.87008 0.60960  0.389
H18 -6.95216 -4.78462 -1.14377  0.319
H19 -7.82280 -3.49898 -0.26640  0.326
H20 -5.61730 -2.87613 0.87728  0.261
H21 -4.81499 -4.22061 0.01211  0.252
H22 -3.90187 -2.49913 -3.45589  0.512
H23 -3.31412 -3.79836 -2.37792  0.358
H24 -2.24808 -2.37113 -2.73270  -0.114
C10 -2.92792 2.82588 -0.88452  0.342
C11 -2.14763 3.28612 -2.12036  -0.507
O10 -2.88529 3.00063 -3.32763  -0.378
S4 -2.17530 2.45590 -4.61527  1.263
C12 -2.00090 0.75482 -4.13244  -0.220
O11 -3.12459 2.55287 -5.64334  -0.633
O12 -0.87632 3.01992 -4.74142  -0.634
H25 -2.30084 2.94954 -0.02272  -0.628
H26 -3.19028 1.76735 -0.97086  -0.196
H27 -3.86879 3.33611 -0.75550  0.526
H28 -2.08186 4.36055 -2.10842  0.407
H29 -1.15951 2.78860 -2.16793  0.334
H30 -1.44626 0.16658 -4.85478  0.432
H31 -3.00885 0.34747 -3.92824  0.171
H32 -1.52218 0.77180 -3.14285  -0.284
C13 2.04614 1.80541 6.34313  -1.131
N1 1.93992 1.03936 5.13200  0.015
C14 1.62919 -0.29661 5.13563  0.208
C15 1.60936 -0.87038 3.70687  -0.200
O13 1.43858 -0.92808 6.13866  -0.664
H33 2.93335 1.53901 6.89677  0.353
H34 1.20986 1.52662 6.97261  0.362
H35 2.09259 2.87860 6.19216  0.321
H36 2.04207 1.50266 4.24786  0.213
H37 0.87868 -0.31205 3.12282  -0.177
H38 1.45706 -1.94895 3.76732  0.364
H39 2.60687 -0.61057 3.32588  0.363
C16 -1.42173 -4.55926 -7.39556  -0.904
N2 -0.59148 -4.46601 -6.23162  -0.207
C17 -0.10692 -3.25977 -5.73636  0.692
C18 0.95109 -3.42863 -4.66766  -0.775
O14 -0.42744 -2.20109 -6.19994  -0.605
H40 -2.29971 -3.92746 -7.28108  0.266
H41 -1.80918 -5.58227 -7.47570  0.351
H42 -0.90704 -4.39658 -8.33448  0.295
H43 -0.16198 -5.31082 -5.91495  0.250
H44 1.94001 -3.61827 -5.09716  0.440
H45 0.69190 -4.23910 -4.02122  0.332
H46 1.00945 -2.58985 -3.98881  -0.104
C19 -0.27769 -4.45398 -0.40748  -0.866
N3 -1.00762 -3.82022 0.65298  0.370
C20 -0.61534 -3.80407 1.98080  0.770
C21 -1.59499 -3.09869 2.88871  -0.683
O15 0.39981 -4.36532 2.35546  -0.680
H47 0.76977 -4.50524 -0.03615  0.354
H48 -0.31552 -3.85726 -1.33273  0.043
H49 -0.64863 -5.46033 -0.63169  0.312
H50 -1.67450 -3.12079 0.34083  0.194
H51 -1.62449 -2.06397 2.54099  -0.093
H52 -1.23153 -3.15958 3.90858  0.348
H53 -2.62079 -3.44195 2.78167  0.338
C22 7.77025 -0.28484 0.38278  -0.902
N4 6.63019 0.24723 -0.39485  -0.201
C23 5.64986 -0.56339 -0.87864  0.860
C24 4.61976 0.20775 -1.66449  -0.679
O16 5.63115 -1.76597 -0.69514  -0.671
H54 7.89681 0.24584 1.32497  0.288
H55 8.65576 -0.32198 -0.23628  0.330
H56 7.53406 -1.33071 0.55379  0.309
H57 6.62324 1.20957 -0.66532  0.179
H58 4.05927 -0.46162 -2.34072  0.226
H59 5.02635 1.05904 -2.21928  0.465
H60 3.86638 0.55913 -0.96164  -0.134
C25 2.27864 -2.02384 0.28122  -0.890
N5 1.39890 -1.98692 -0.84188  0.592
C26 0.19386 -1.34165 -0.93724  -0.372
C27 -0.33023 -0.63829 0.23304  1.596
O17 -0.40643 -1.47304 -1.99681  -0.698
H61 3.29873 -2.15807 -0.09187  0.350
H62 2.15844 -2.93127 0.87766  0.204
H63 2.25608 -1.12733 0.86019  0.080
H64 1.65767 -2.45170 -1.70264  0.312
H65 -1.19996 -0.10161 -0.14447  -0.151
H66 0.41047 0.00067 0.65557  -0.140
H67 -0.69690 -1.36237 0.97063  -1.147

Computed properties:
- Spin multiplicity: 1
- Orbital gap: 9.0894 eV
- SMILES: CCOS(C)(=O)=O.CCOS(C)(=O)=O.CCOS(C)(=O)=O.CCOS(C)(=O)=O.CNC(C)=O.CNC(C)=O.CNC(C)=O.CNC(C)=O.CNC(C)=O
- LUMO energy: -0.1 eV
- Max |F|: 4.29 eV/A
- E_tot: -4214.59464 hartree

Which of these has the lowest LUMO energy?
C27H66Cl2N5O5S